(1)
Here is 5 unconnected molecules or ions with the total composition C36H44N4O11 from the OMol25 dataset. Energies are from ωB97M-V/def2-TZVPD.

Positions of all 95 atoms, in Å:
O  -2.49  7.68  -3.30
O  -3.44  -4.46  1.56
O  -2.60  -6.80  1.20
O  5.24  -1.03  2.56
O  2.16  2.94  0.73
O  2.34  4.87  1.70
O  0.09  -1.71  -6.83
O  -2.62  -5.15  -0.44
O  -3.17  8.55  -1.44
O  -1.18  -0.72  -5.39
O  4.35  -1.14  0.59
N  4.94  -0.54  1.48
N  -0.59  -1.70  -5.82
N  -3.30  7.79  -2.38
N  1.96  4.15  0.79
C  0.98  6.14  -0.29
C  -1.82  -2.32  3.06
C  -4.50  6.95  -2.43
C  0.56  -0.79  2.09
C  -3.07  -3.15  3.66
C  -0.95  -1.55  4.21
C  1.81  -4.15  1.69
C  -2.89  -5.49  0.74
C  -4.67  6.05  -3.48
C  5.30  0.86  1.24
C  -1.51  -2.99  -3.92
C  -1.61  -4.17  -3.19
C  -0.04  -4.09  -5.50
C  -0.72  -2.95  -5.06
C  -6.79  5.40  -2.54
C  0.00  4.55  -2.37
C  -6.61  6.29  -1.49
C  -5.46  7.07  -1.43
C  0.55  -1.41  3.58
C  -0.25  5.92  -2.36
C  2.85  -4.53  2.85
C  5.32  2.79  -0.19
C  4.95  1.46  0.04
C  6.00  1.57  2.22
C  -0.14  -5.27  -4.77
C  6.02  3.49  0.77
C  2.11  -2.72  0.99
C  -3.02  -4.61  2.95
C  2.37  -5.98  3.43
C  0.24  6.72  -1.33
C  -0.92  -5.31  -3.62
C  -5.82  5.27  -3.53
C  1.21  4.76  -0.31
C  0.75  -1.87  0.91
C  0.73  3.97  -1.35
C  6.36  2.89  1.98
H  -3.69  -5.33  3.53
H  -1.41  -0.54  4.49
H  -3.03  -3.31  4.78
H  2.79  -3.80  3.75
H  2.38  -2.97  -0.11
H  0.91  2.90  -1.37
H  -2.05  -2.11  -3.58
H  6.91  3.44  2.73
H  5.05  3.26  -1.13
H  2.45  -6.75  2.59
H  -2.13  -1.55  2.25
H  1.79  -5.02  0.95
H  -1.00  -6.23  -3.04
H  0.81  -1.26  -0.07
H  -0.39  3.94  -3.18
H  3.00  -2.16  1.42
H  -0.90  -2.26  5.10
H  1.14  -2.37  3.66
H  -4.02  -2.61  3.30
H  6.27  1.10  3.16
H  -1.66  -6.77  1.51
H  3.01  -6.27  4.34
H  -0.38  -0.16  1.95
H  0.77  -4.12  2.18
H  -3.92  5.95  -4.26
H  1.45  -0.06  2.02
H  -0.82  6.38  -3.16
H  0.58  -4.07  -6.39
H  -5.97  4.57  -4.35
H  -7.69  4.79  -2.59
H  1.07  -0.63  4.26
H  3.93  -4.60  2.48
H  -1.09  -3.11  2.64
H  1.35  6.76  0.51
H  -1.94  -5.04  3.01
H  -0.11  -2.60  0.78
H  -7.37  6.38  -0.72
H  0.05  7.78  -1.32
H  6.31  4.52  0.59
H  4.40  0.92  -0.72
H  -2.22  -4.21  -2.30
H  -5.33  7.76  -0.60
H  1.27  -5.88  3.74
H  0.39  -6.16  -5.09

Charge ... 0
F_max ... 5.141 eV/Å
Structure (SMILES) ... O=[N+]([O-])c1ccccc1.O=[N+]([O-])c1ccccc1.O=[N+]([O-])c1ccccc1.O=[N+]([O-])c1ccccc1.CCCCCCCCCCCOC(=O)O
Spin multiplicity ... 1
Frontier orbital gap ... 8.88 eV
HOMO energy ... -9.72 eV
Energy ... -2444.3661 hartree



(2)
Here is 8 unconnected molecules or ions with the total composition C36H44N8O5S from the OMol25 dataset. Energies are from ωB97M-V/def2-TZVPD.

Positions of all 94 atoms, in Å:
S  3.01  1.38  -1.16
O  1.93  4.91  -0.90
O  1.77  1.37  -0.02
O  2.35  0.86  -2.39
O  4.30  0.70  -0.76
O  3.08  3.04  -1.45
N  5.66  1.98  3.05
N  -7.34  -1.60  -0.69
N  -1.06  1.34  -0.23
N  -7.82  2.31  -1.58
N  7.52  -3.03  1.63
N  -8.96  -4.40  -5.51
N  2.78  -0.92  3.26
N  9.00  -0.33  3.06
C  -1.08  3.98  -0.66
C  1.38  -2.55  2.75
C  -2.59  3.94  -1.11
C  -2.42  1.34  -0.64
C  -8.25  -4.89  -6.58
C  1.23  -1.51  1.80
C  -7.54  -1.73  -2.04
C  -8.87  -4.47  -7.73
C  1.72  3.51  -1.13
C  -0.45  2.63  -0.26
C  -8.52  -1.86  -0.04
C  5.61  3.30  3.38
C  9.80  -0.60  1.98
C  10.89  -1.17  3.86
C  7.64  -3.53  0.36
C  6.79  -3.89  2.39
C  1.12  2.68  0.15
C  -8.20  3.65  -3.31
C  -8.78  4.23  -2.15
C  -9.47  -2.16  -0.98
C  -3.27  2.54  -1.12
C  10.98  -1.12  2.44
C  1.51  3.18  1.61
C  2.11  -0.52  2.14
C  6.43  -4.96  1.60
C  -8.52  3.38  -1.10
C  6.13  2.10  5.21
C  2.35  -2.16  3.64
C  5.90  3.41  4.72
C  -8.85  -2.08  -2.25
C  5.98  1.24  4.16
C  -10.00  -3.70  -7.34
C  6.97  -4.73  0.32
C  -10.02  -3.67  -5.97
C  -7.61  2.47  -2.93
C  9.66  -0.68  4.21
H  -7.37  -5.49  -6.43
H  0.84  -3.49  2.78
H  -0.58  4.99  -0.67
H  2.66  3.12  1.68
H  5.84  -5.80  1.92
H  9.45  -0.39  0.98
H  -8.57  -1.81  1.04
H  -8.56  -4.70  -8.73
H  11.82  -1.43  1.83
H  -6.47  -1.36  -0.25
H  0.55  -1.49  0.96
H  8.07  0.06  3.02
H  5.49  1.60  2.13
H  -9.32  5.16  -2.09
H  6.58  -3.67  3.43
H  -8.22  4.06  -4.31
H  2.77  -2.65  4.51
H  1.01  2.47  2.36
H  6.88  -5.37  -0.55
H  -7.07  1.73  -3.50
H  11.65  -1.53  4.54
H  -8.73  -4.56  -4.54
H  7.92  -2.16  1.95
H  -8.78  3.45  -0.05
H  -6.73  -1.56  -2.74
H  8.20  -3.00  -0.40
H  2.80  5.20  -1.25
H  9.19  -0.56  5.17
H  -10.71  -3.21  -7.99
H  2.31  0.44  1.69
H  -10.50  -2.42  -0.77
H  6.38  1.82  6.23
H  -4.35  2.41  -1.46
H  -10.70  -3.19  -5.28
H  5.38  4.05  2.64
H  1.13  4.26  1.72
H  5.94  4.33  5.29
H  1.16  3.24  -2.09
H  3.49  -0.38  3.74
H  -2.95  0.32  -0.65
H  6.06  0.16  4.10
H  -7.50  1.53  -1.03
H  -9.31  -2.26  -3.21
H  -3.13  4.88  -1.45

Charge ... 0
F_max ... 5.279 eV/Å
Structure (SMILES) ... C[C@]1(c2ccccn2)OS(=O)(=O)O[C@@H]1O.c1cc[nH]c1.c1cc[nH]c1.c1cc[nH]c1.c1cc[nH]c1.c1cc[nH]c1.c1cc[nH]c1.c1cc[nH]c1
Spin multiplicity ... 1
Frontier orbital gap ... 7.69 eV
HOMO energy ... -7.95 eV
Energy ... -2610.3671 hartree



(3)
Here is 4 unconnected molecules or ions with the total composition C36H44NO6 from the OMol25 dataset. Energies are from ωB97M-V/def2-TZVPD.

Positions of all 87 atoms, in Å:
O  2.97  -2.78  -0.38
O  3.75  -1.47  -4.30
O  5.75  -5.24  -4.15
O  -2.39  5.05  2.85
O  -2.88  4.98  8.13
O  4.11  -1.55  -9.59
N  2.99  3.32  0.23
C  -5.61  -2.21  2.00
C  5.60  -3.42  -2.66
C  -3.63  -1.59  -0.39
C  -4.53  -0.27  3.40
C  -2.73  -0.39  -0.81
C  1.50  4.75  1.29
C  -5.70  -1.26  3.22
C  5.11  -4.68  -3.29
C  4.05  -0.25  -7.63
C  3.81  -5.22  -2.81
C  1.16  2.38  1.29
C  -2.51  5.03  4.06
C  2.80  0.89  0.06
C  0.74  3.64  1.66
C  2.63  4.57  0.58
C  -2.63  6.28  6.18
C  3.61  -3.35  -1.24
C  2.30  2.23  0.55
C  2.26  0.62  -1.37
C  3.12  -4.60  -1.86
C  4.03  -1.53  -8.38
C  -1.24  -0.67  -0.55
C  -0.27  0.26  -1.32
C  -3.19  -2.11  1.00
C  3.96  -0.23  -6.30
C  3.83  -1.49  -5.52
C  4.90  -2.81  -1.72
C  3.90  -2.79  -7.60
C  3.81  -2.76  -6.27
C  -2.77  3.74  6.13
C  -2.77  5.00  6.92
C  -2.65  3.76  4.81
C  -4.26  -2.91  1.77
C  -2.51  6.29  4.85
C  -3.34  -0.82  4.25
C  1.13  -0.43  -1.39
H  0.57  1.52  1.60
H  -0.10  1.15  -0.70
H  6.55  -3.04  -3.02
H  1.17  -1.12  -2.24
H  -6.33  -3.01  2.20
H  3.72  -3.67  -5.68
H  -4.93  0.59  3.95
H  -2.87  2.82  6.69
H  3.83  3.20  -0.34
H  -1.01  -1.72  -0.80
H  3.89  -3.71  -8.16
H  3.98  0.69  -5.73
H  -2.75  -1.32  1.61
H  3.26  5.39  0.27
H  -5.99  -1.71  1.10
H  1.22  -1.02  -0.47
H  -0.18  3.77  2.22
H  2.47  0.10  0.73
H  -2.63  7.18  6.77
H  5.24  -1.89  -1.25
H  -3.17  -0.18  5.12
H  -2.36  -2.81  0.81
H  -4.68  -1.32  -0.45
H  4.15  0.65  -8.21
H  -2.41  7.21  4.29
H  -1.01  -0.55  0.51
H  -3.58  -1.83  4.58
H  3.47  -6.13  -3.28
H  3.08  0.28  -2.02
H  -3.80  -3.21  2.73
H  -6.59  -0.64  3.05
H  -2.65  2.85  4.21
H  3.90  0.95  0.05
H  1.87  1.53  -1.85
H  -2.84  -0.16  -1.87
H  -5.90  -1.79  4.15
H  -3.45  -2.37  -1.14
H  -2.39  -0.82  3.71
H  -4.45  -3.84  1.22
H  -3.06  0.49  -0.23
H  1.19  5.76  1.55
H  -4.14  0.13  2.45
H  2.17  -4.98  -1.50
H  -0.63  0.56  -2.30

Charge ... +1
F_max ... 1.219 eV/Å
Spin multiplicity ... 1
Frontier orbital gap ... 8.18 eV
HOMO energy ... -12.10 eV
Energy ... -1904.0342 hartree